Record 1
42
Properties=species:S:1:pos:R:3:forces:R:3:mulliken_spin:R:1 method="wB97M-V/def2-TZVPD" e_homo_ev="-15.304 / -15.119" e_above_lowest_kj_mol=21.9 s2=0.9700 total_charge=+2 spin_multiplicity=2
Co 0.596 2.006 0.355 0.0424 -0.3127 0.5401 1.37
Br 2.688 2.614 1.694 -0.0611 -0.0564 -0.0191 0.00
C 2.603 4.400 0.948 -0.0056 -0.0144 0.0247 -0.01
Br 1.113 4.470 -0.288 -0.1208 -0.1983 -0.0559 0.00
H 3.517 4.598 0.404 0.0355 0.0033 -0.0296 0.00
H 2.424 5.103 1.751 -0.0017 0.0189 0.0239 0.00
N -1.454 2.170 0.632 0.1279 0.0483 -0.1098 0.01
C -2.229 0.944 0.847 -0.0353 0.1689 0.0335 -0.02
C -3.594 0.990 1.044 -0.0916 0.0547 -0.0104 0.01
C -4.287 -0.192 1.281 0.0128 -0.0228 0.0009 -0.01
C -3.617 -1.409 1.320 0.0244 0.0049 -0.0031 0.00
C -2.247 -1.453 1.110 -0.0782 -0.0238 -0.0548 -0.01
C -1.557 -0.269 0.856 0.1146 -0.2113 0.2217 -0.01
P 0.188 -0.210 0.506 -0.2986 0.7093 -0.5787 -0.26
C 0.973 -1.773 0.763 0.2469 0.1576 0.3133 -0.01
C 1.159 -2.229 2.074 -0.0074 -0.0529 -0.0238 -0.02
C 1.710 -3.480 2.280 0.0208 -0.0137 -0.0040 0.01
C 2.080 -4.260 1.189 0.0065 -0.0057 0.0091 -0.02
C 1.905 -3.798 -0.110 0.0270 -0.0240 -0.0030 0.01
C 1.358 -2.546 -0.335 -0.0039 -0.0428 0.0360 -0.02
C 0.362 0.310 -1.204 0.0401 -0.3173 -0.2570 0.00
C -0.684 0.286 -2.142 -0.0537 0.1140 0.0145 0.02
C -0.457 0.734 -3.426 0.0097 0.0390 -0.0199 -0.01
C 0.799 1.233 -3.789 -0.0468 0.0073 -0.0389 0.00
C 1.836 1.262 -2.878 0.0143 0.0466 0.0152 0.00
C 1.627 0.793 -1.581 0.0445 -0.0197 -0.0770 0.00
H -1.642 2.808 1.405 0.0520 -0.0061 -0.0024 0.00
H -1.814 2.641 -0.198 -0.0619 -0.0020 0.0320 0.00
H -4.121 1.937 1.031 0.0083 -0.0210 0.0004 0.00
H -5.356 -0.158 1.444 0.0178 -0.0047 0.0048 0.00
H -4.162 -2.322 1.514 0.0029 0.0075 -0.0043 0.00
H -1.716 -2.396 1.131 -0.0138 0.0093 0.0074 0.00
H 0.871 -1.616 2.921 -0.0078 -0.0135 -0.0172 0.00
H 1.856 -3.846 3.287 0.0022 -0.0019 -0.0157 0.00
H 2.515 -5.237 1.353 -0.0152 0.0080 0.0021 0.00
H 2.194 -4.415 -0.950 0.0059 0.0025 0.0127 0.00
H 1.221 -2.185 -1.346 -0.0068 -0.0130 0.0149 0.00
H -1.657 -0.100 -1.861 0.0332 -0.0197 -0.0081 0.00
H -1.251 0.687 -4.159 0.0123 0.0239 -0.0016 0.00
H 0.963 1.584 -4.799 -0.0113 -0.0223 0.0062 0.00
H 2.813 1.619 -3.175 -0.0030 -0.0052 0.0176 0.00
H 2.470 0.707 -0.900 0.0228 0.0010 0.0031 0.00

---

Record 2
50
Properties=species:S:1:pos:R:3:forces:R:3:nbo_charge:R:1 method="wB97M-V/def2-TZVPD" e_homo_ev="-8.255 / -8.601" e_above_lowest_kj_mol=0.0 spin_multiplicity=1
Tl -2.223 -0.084 0.583 -0.0214 -0.0739 0.0270 0.81
C -1.588 2.658 -2.045 0.0035 0.0154 0.0244 -0.66
C -0.897 1.477 -2.652 -0.0522 0.1447 0.0321 0.29
C 0.167 1.654 -3.555 -0.0452 0.0244 0.0140 -0.22
C 0.861 0.567 -3.995 0.0056 -0.0743 0.0057 -0.13
C 0.487 -0.712 -3.543 0.0759 -0.0134 -0.0678 -0.09
C 1.179 -1.917 -3.879 -0.0070 0.0382 0.0239 0.00
Br 2.714 -1.853 -4.955 0.0134 -0.0025 -0.0290 0.11
C 0.784 -3.155 -3.403 -0.0123 -0.0518 -0.0036 -0.29
C -0.313 -3.261 -2.578 -0.0246 0.0468 0.0019 -0.10
Br -0.844 -4.929 -1.935 -0.0071 -0.0279 -0.0062 0.14
C -1.087 -2.103 -2.158 -0.0374 0.0441 0.0208 0.40
O -2.047 -2.194 -1.400 0.0637 0.0090 -0.0913 -0.51
C -0.621 -0.793 -2.688 -0.1153 -0.0486 0.0815 0.13
N -1.295 0.279 -2.263 0.0901 -0.0224 0.0176 -0.43
H -1.511 3.542 -2.676 0.0022 -0.0027 -0.0180 0.22
H -1.113 2.888 -1.085 -0.0307 0.0086 -0.0574 0.26
H -2.637 2.435 -1.858 -0.0237 -0.0237 -0.0126 0.23
H 0.445 2.652 -3.865 -0.0049 0.0035 0.0089 0.22
H 1.701 0.679 -4.666 0.0021 -0.0075 0.0004 0.23
H 1.344 -4.038 -3.675 -0.0072 -0.0010 -0.0032 0.25
C 0.183 3.933 3.133 0.0123 0.0139 -0.0048 -0.67
C -0.627 2.708 2.835 0.1237 0.2180 0.0120 0.18
N -0.541 2.066 1.739 0.0912 -0.0163 -0.2150 -0.12
O 0.317 2.674 0.852 -0.0225 -0.0980 -0.0026 -0.60
C -1.567 2.196 3.840 -0.0333 -0.0537 0.2071 0.10
C -1.240 2.172 5.306 0.0055 0.0031 0.0248 -0.66
N -2.693 1.746 3.442 -0.1808 -0.0680 -0.0594 0.11
O -3.628 1.249 4.058 -0.0111 -0.0011 -0.0045 -0.25
H -0.060 4.717 2.415 -0.0068 -0.0002 0.0002 0.24
H 1.246 3.722 3.014 -0.0049 -0.0038 0.0011 0.24
H -0.009 4.303 4.138 0.0019 0.0009 0.0006 0.21
H 0.592 1.947 0.219 0.0614 0.0227 0.0636 0.51
H -0.179 2.341 5.474 -0.0009 0.0059 -0.0097 0.23
H -1.513 1.203 5.724 -0.0049 0.0005 -0.0039 0.24
H -1.808 2.935 5.844 0.0094 -0.0013 0.0094 0.23
C 1.039 -4.243 1.286 0.0038 -0.0018 0.0051 -0.39
N 1.139 -2.924 0.680 0.0217 0.0277 0.0319 -0.43
C 2.222 -2.540 -0.057 -0.0118 -0.0108 0.0148 0.08
C 2.337 -1.299 -0.559 -0.0384 0.0072 -0.0407 -0.40
C 1.272 -0.343 -0.296 0.1161 -0.0371 0.1423 0.63
O 1.341 0.834 -0.705 0.0055 0.0247 -0.0688 -0.72
N 0.202 -0.769 0.414 0.0418 -0.0277 -0.0551 -0.75
C 0.110 -2.015 0.928 -0.0126 -0.0486 -0.0275 0.76
O -0.865 -2.378 1.589 -0.0245 0.0289 0.0061 -0.69
H 1.905 -4.830 0.986 -0.0053 -0.0038 -0.0082 0.20
H 0.127 -4.739 0.960 0.0063 0.0185 0.0047 0.23
H 1.012 -4.158 2.371 0.0019 -0.0021 -0.0034 0.21
H 2.979 -3.300 -0.206 -0.0038 -0.0003 0.0144 0.21
H 3.201 -0.999 -1.132 -0.0088 0.0176 -0.0032 0.23

---

Record 3
49
Properties=species:S:1:pos:R:3:forces:R:3:nbo_charge:R:1 method="wB97M-V/def2-TZVPD" e_homo_ev="-5.683 / -5.733" spin_multiplicity=1
Tc 0.009 -1.170 0.680 0.3630 -0.7113 -0.5394 0.35
C 1.926 -4.640 -1.037 0.0399 -0.1392 -0.0687 -0.65
C 1.295 -3.319 -0.733 0.0238 0.2361 0.2427 0.07
N 0.908 -2.896 0.490 0.0139 0.7109 -0.3463 -0.17
N 1.066 -3.718 1.598 -0.0568 0.2238 -0.2609 -0.42
C 0.624 -3.315 2.799 -0.0146 -0.1851 0.0988 0.29
N 0.858 -4.178 3.820 -0.0415 0.0684 -0.0368 -0.78
S -0.217 -1.881 3.054 -0.1042 -0.0809 -0.0868 0.01
C 1.020 -2.374 -1.758 0.1912 -0.2764 0.2577 0.14
C 1.357 -2.568 -3.115 -0.0568 0.1202 -0.1637 -0.23
C 1.053 -1.594 -4.029 0.1071 -0.2482 0.0126 -0.18
C 0.411 -0.422 -3.607 -0.1374 0.1886 0.3015 -0.28
C 0.096 -0.289 -2.276 -0.1138 0.1320 -0.3755 0.07
N 0.383 -1.232 -1.371 -0.1992 -0.2827 0.8064 -0.40
H 2.023 -5.295 -0.173 -0.0093 -0.0087 0.0216 0.20
H 2.932 -4.518 -1.446 -0.0116 0.0278 0.0187 0.23
H 1.340 -5.194 -1.774 -0.0074 -0.0023 0.0113 0.23
H 1.504 -4.613 1.472 0.0040 -0.0750 0.0101 0.39
H 1.558 -4.895 3.746 0.0330 -0.0017 -0.0266 0.39
H 0.623 -3.866 4.745 -0.0242 0.0525 0.0009 0.42
H 1.856 -3.476 -3.421 -0.0039 0.0010 0.0096 0.22
H 1.311 -1.730 -5.072 0.0040 0.0028 0.0042 0.22
H 0.166 0.372 -4.297 0.0161 -0.0024 -0.0043 0.22
H -0.397 0.588 -1.877 -0.0096 0.0147 -0.0530 0.22
O -1.505 0.378 0.496 -0.1316 0.2134 -0.0871 -0.58
N -2.799 0.092 0.630 0.3690 0.2170 0.0588 0.02
C -3.621 1.148 0.838 -0.0355 -0.1203 0.0190 0.03
C -4.970 0.979 0.950 -0.0214 -0.1009 -0.0162 -0.26
C -5.490 -0.319 0.848 -0.0681 0.1380 0.0193 -0.17
C -4.640 -1.370 0.639 0.1604 -0.0858 -0.0317 -0.23
C -3.249 -1.182 0.522 -0.1485 -0.0407 0.0316 0.04
S -2.133 -2.446 0.226 -0.0008 0.1346 0.1085 -0.13
H -3.112 2.097 0.911 0.0093 0.0045 -0.0008 0.24
H -5.600 1.840 1.116 -0.0121 -0.0115 0.0066 0.23
H -6.554 -0.493 0.937 -0.0006 0.0170 -0.0038 0.22
H -5.006 -2.383 0.555 -0.0016 0.0014 0.0057 0.23
S 1.633 0.152 1.105 -0.1155 -0.1580 0.0723 -0.21
Br -1.027 6.706 -0.052 -0.0658 -0.0230 -0.0035 0.07
C 0.742 6.079 0.167 0.0874 0.1254 0.0028 -0.11
C 1.749 7.034 0.261 -0.0210 -0.0237 0.0006 -0.23
C 3.065 6.639 0.419 0.0219 -0.0043 0.0035 -0.21
C 3.380 5.288 0.485 -0.0448 0.0029 -0.0035 -0.19
C 2.376 4.340 0.394 0.0402 0.0616 0.0082 -0.23
C 1.046 4.728 0.233 0.1158 -0.0575 -0.0227 -0.22
I -0.349 3.195 0.135 -0.1124 -0.0631 0.0031 0.22
H 1.490 8.082 0.211 0.0009 0.0006 -0.0063 0.23
H 3.843 7.388 0.492 -0.0001 -0.0035 0.0002 0.22
H 4.406 4.968 0.612 0.0034 0.0091 -0.0029 0.22
H 2.616 3.286 0.454 -0.0340 0.0018 0.0040 0.24

---

Record 4
44
Properties=species:S:1:pos:R:3:forces:R:3:nbo_charge:R:1 method="wB97M-V/def2-TZVPD" smiles="CCOC(=O)[C@H](/N=C/c1ccccc1)[C@H](C=[N+]([O-])[O-])c1ccc(Br)cc1" e_homo_ev=-3.279 e_above_lowest_kj_mol=0.0 total_charge=-1 spin_multiplicity=1
Br 0.814 1.645 6.220 0.0976 -0.1832 -0.3201 0.02
C 0.850 0.605 4.618 0.0220 -0.8995 -1.0407 -0.10
C 1.841 0.788 3.640 -0.3337 0.3139 0.3997 -0.24
C 1.799 0.090 2.425 -0.9108 -0.1533 0.5501 -0.23
C 0.732 -0.792 2.148 -0.1208 0.2881 -0.7240 0.12
C 0.509 -1.423 0.761 0.2817 0.1212 -2.0029 -0.33
C 0.022 -2.816 0.839 0.7475 -2.4276 0.1449 -0.30
N 0.542 -3.863 0.099 -0.6925 1.7342 1.6285 0.45
O -0.085 -4.964 0.114 0.6062 0.0377 -0.1591 -0.58
O 1.608 -3.701 -0.571 -0.3541 -0.2268 -0.2050 -0.60
C -0.166 -1.072 3.182 0.2906 0.7525 0.5309 -0.23
C -0.117 -0.384 4.402 0.0745 0.3540 -0.1654 -0.23
H 2.587 1.556 3.832 0.1016 -0.2700 -0.1731 0.22
H 2.582 0.237 1.699 -0.0060 0.1393 -0.1907 0.22
H 1.396 -1.324 0.070 -0.0269 -0.5646 1.5316 0.25
H -0.638 -3.163 1.649 0.1820 0.2906 -0.8932 0.19
H -0.934 -1.817 3.058 -0.1251 0.0378 -0.1267 0.23
H -0.885 -0.563 5.149 0.1612 -0.0562 -0.0337 0.22
C -0.139 -4.516 -3.158 -0.1053 -0.2855 -0.1578 -0.64
C -0.130 -3.019 -3.224 -0.3679 0.2231 0.7542 -0.07
O -0.546 -2.494 -1.902 0.9230 1.4740 -1.6094 -0.51
C -0.170 -1.186 -1.771 -0.0754 -1.5956 0.4685 0.81
C -0.483 -0.696 -0.318 -1.7423 -0.1789 0.7667 -0.13
N -0.379 0.693 -0.480 -0.9836 2.3962 -0.6439 -0.43
C -0.371 1.799 0.118 0.5298 -1.3043 1.0914 0.11
C -0.479 3.101 -0.562 0.0692 0.7184 -0.9826 0.00
C -0.364 4.296 0.171 -0.3960 -0.3468 -0.5247 -0.22
C -0.639 5.536 -0.425 0.0876 -0.2792 -0.3426 -0.23
C -0.989 5.583 -1.782 -0.0125 -0.6417 -0.1770 -0.22
C -1.045 4.381 -2.543 0.3245 0.5381 0.8248 -0.22
C -0.754 3.155 -1.947 -0.2417 0.6994 0.4437 -0.19
O 0.339 -0.524 -2.649 -0.4470 -0.5435 0.7673 -0.61
H 0.086 -4.865 -4.169 -0.1545 -0.1783 -0.0584 0.19
H 0.634 -4.915 -2.491 -0.3412 0.2808 0.0702 0.26
H -1.129 -4.871 -2.851 0.2489 -0.1419 -0.0244 0.21
H 0.877 -2.662 -3.469 -0.3952 0.1494 0.1567 0.20
H -0.874 -2.619 -3.934 0.4580 -0.1800 0.0377 0.17
H -1.645 -1.018 -0.166 2.6692 0.8757 0.0227 0.24
H -0.280 1.935 1.210 -0.0734 -0.3015 0.1664 0.13
H -0.092 4.225 1.220 -0.1030 0.0947 -0.0246 0.21
H -0.583 6.450 0.177 -0.0031 -0.3446 -0.3213 0.21
H -1.214 6.541 -2.270 0.0834 -0.4340 0.2814 0.21
H -1.315 4.413 -3.596 0.0871 0.0741 0.1296 0.21
H -0.772 2.236 -2.520 -0.0335 -0.0563 0.1346 0.25

---

Record 5
39
Properties=species:S:1:pos:R:3:forces:R:3:nbo_charge:R:1 method="wB97M-V/def2-TZVPD" smiles=BrC[PH](c1ccccc1)(c1ccccc1)c1ccccc1 e_homo_ev=-8.332 spin_multiplicity=1
Br 0.724 -3.793 2.615 0.0370 1.0307 0.0364 -0.06
C -3.182 -3.867 -1.331 1.8129 0.3683 -1.7069 -0.21
C 3.720 -0.496 -0.798 -2.7735 0.6332 1.3246 -0.22
C -2.036 2.887 -0.824 0.0022 2.2836 -0.0408 -0.17
C -3.240 -4.001 0.045 -3.0672 -1.8449 -0.6476 -0.20
C -2.164 -3.039 -1.905 -0.0495 -1.2793 -0.7097 -0.20
C 2.969 -1.683 -1.013 0.4035 -0.2763 -0.5847 -0.23
C 3.185 0.499 0.098 1.2147 -1.1521 -0.7240 -0.21
C -2.625 2.415 0.347 -0.4792 1.6081 -1.9656 -0.23
C -0.839 2.286 -1.268 -3.0141 3.3904 -1.5326 -0.25
C -2.353 -3.382 0.888 0.1430 1.5803 -0.4073 -0.21
C -1.322 -2.314 -1.096 -0.7158 0.0197 1.5582 -0.21
C 1.806 -1.892 -0.262 -0.7009 0.8527 0.8001 -0.22
C 2.009 0.277 0.810 -0.6808 -0.4516 -1.4436 -0.24
C -2.147 1.273 0.887 0.5418 -0.8724 0.6263 -0.20
C -0.433 1.160 -0.716 0.4771 -1.7155 1.5253 -0.14
C -1.486 -2.440 0.316 1.2323 1.3558 -0.5670 -0.27
C 1.191 -0.832 0.529 1.8780 -2.4589 -0.9320 -0.34
C -1.043 0.608 0.422 0.0655 -0.8282 -1.1950 -0.36
C 0.202 -1.843 2.716 -0.5300 -1.9679 0.8306 -0.75
P -0.572 -1.066 1.227 0.3168 0.3867 -0.0526 1.31
H -3.737 -4.517 -2.038 -0.0282 0.7098 0.8501 0.22
H 4.621 -0.189 -1.247 0.8947 -0.2847 -0.9824 0.21
H -2.414 3.863 -1.341 0.6708 -1.9912 1.0393 0.21
H -4.183 -4.604 0.376 2.2409 0.8933 0.0323 0.22
H -1.898 -3.065 -2.989 -0.8234 0.0656 0.8622 0.22
H 3.151 -2.485 -1.830 0.4180 1.4962 1.7029 0.23
H 3.745 1.458 0.156 -0.4975 -0.8493 0.3439 0.22
H -3.483 2.904 0.782 -0.1430 0.0500 -0.0584 0.21
H -0.403 2.775 -2.134 0.4024 -0.4744 0.0336 0.21
H -2.468 -3.525 1.939 0.2112 0.1502 0.5650 0.23
H -0.571 -1.626 -1.495 -0.3560 -0.3064 0.0800 0.23
H 1.408 -2.928 -0.227 -0.2652 1.0196 -0.4597 0.23
H 1.612 1.043 1.429 -0.2251 0.7530 0.4588 0.21
H -2.699 0.903 1.696 -0.4628 -0.7876 1.3915 0.21
H 0.393 0.752 -1.193 1.5513 -1.2081 -0.3757 0.20
H 1.075 -1.248 2.849 0.8635 0.0465 0.7063 0.23
H -0.478 -1.793 3.586 0.4296 -0.0814 -0.4312 0.22
H -1.471 -0.638 2.243 -0.9952 0.1366 0.0493 -0.13